C26H46AsO9SSi3TcTe | ωB97M-V with the def2-TZVPD basis set

Structure (XYZ):
```
88
Properties=species:S:1:pos:R:3:forces:R:3
Tc -0.2352 -0.4422 0.5249 -0.59 -0.39 0.32
O -0.5871 0.2374 -3.4635 -0.08 0.04 0.01
C -1.1487 0.1113 -2.3991 0.22 0.08 -0.03
O -0.5187 0.3132 -1.2525 -0.11 -0.08 -0.36
C -2.6455 -0.1210 -2.3026 -0.08 0.10 -0.22
C -3.3004 1.0097 -1.4933 0.03 0.12 0.06
C -4.8226 0.9634 -1.6795 -0.04 0.04 -0.05
C -5.1971 -0.2355 -0.7740 -0.03 -0.05 0.01
C -3.8134 -0.6859 -0.2923 0.09 -0.04 0.14
O -3.1335 0.5723 -0.1446 0.01 -0.03 0.04
C -3.0667 -1.3523 -1.4549 -0.03 -0.27 -0.10
C -1.8218 -2.1739 -1.1045 -0.20 -0.01 0.00
O -1.2312 -2.7561 -1.9948 -0.17 -0.13 0.14
O -1.4661 -2.1130 0.1473 0.44 0.19 -0.11
H -3.0186 -0.1629 -3.3251 0.01 -0.02 0.05
H -2.8369 1.9855 -1.6225 0.01 0.01 -0.01
H -5.1006 0.8208 -2.7241 -0.01 0.00 0.00
H -5.2820 1.8873 -1.3285 0.01 0.01 0.01
H -5.7314 -1.0247 -1.3027 -0.01 -0.01 -0.01
H -5.8042 0.0837 0.0721 -0.01 0.00 0.01
H -3.7707 -1.2336 0.6444 -0.01 0.04 0.00
H -3.7327 -2.0114 -2.0169 0.08 0.08 -0.09
O -1.6357 -1.9297 4.0397 -0.02 -0.17 -0.06
S -1.0118 -0.9534 3.2110 0.08 -0.42 -1.04
O -1.8494 -0.2498 2.2380 -0.24 0.23 0.32
O 0.1388 -1.4606 2.3688 0.02 0.25 0.39
O -0.4080 0.1261 4.1382 0.52 0.42 0.36
C -0.3638 4.4961 3.0960 -0.07 0.03 0.03
Si -1.2530 3.2461 1.9965 0.32 -0.14 -0.20
C -2.6022 2.4936 3.0424 -0.06 0.22 0.01
C -2.1426 4.2190 0.6563 -0.07 0.07 0.11
As 0.5124 1.8661 1.2095 0.20 0.07 0.33
Si 1.0344 -0.0097 5.0723 -0.45 -0.22 -0.06
C 2.5318 0.3237 4.0610 0.03 0.21 0.09
C 1.0770 -1.7301 5.7775 0.07 0.04 0.08
C 0.7765 1.2879 6.3753 -0.04 0.05 -0.04
Si 1.2056 3.1100 -0.6584 -0.05 -0.05 0.25
C 1.7083 4.7852 0.0633 0.03 -0.01 -0.15
C 2.7529 2.3455 -1.3856 -0.05 0.02 -0.05
C 0.0431 3.4554 -2.0903 0.15 0.09 -0.02
H -1.0476 5.3076 3.3628 -0.01 0.03 0.03
H 0.5188 4.9317 2.6303 0.01 -0.01 -0.06
H -0.0397 4.0130 4.0191 0.01 -0.05 0.05
H -3.1222 3.3548 3.4819 -0.08 -0.09 0.00
H -2.2427 1.8621 3.8462 0.11 -0.06 0.10
H -3.3006 1.9171 2.4416 -0.04 -0.05 -0.07
H -2.8120 4.9324 1.1469 -0.06 0.01 -0.01
H -2.7475 3.5585 0.0364 -0.03 -0.06 -0.05
H -1.4740 4.7833 0.0116 0.08 0.05 -0.02
H 2.6201 -0.3877 3.2462 -0.11 -0.08 -0.01
H 3.4028 0.2031 4.7133 0.07 0.02 -0.04
H 2.5265 1.3312 3.6434 0.02 -0.01 0.00
H 1.5085 -2.4284 5.0590 0.02 -0.03 -0.06
H 0.0835 -2.0915 6.0399 -0.04 0.04 0.02
H 1.6987 -1.7334 6.6765 0.05 -0.05 0.01
H 0.7058 2.2740 5.9143 -0.02 0.05 -0.01
H 1.6183 1.3028 7.0673 0.08 0.00 0.06
H -0.1342 1.1110 6.9472 -0.04 -0.02 0.01
H 2.3782 4.6736 0.9156 0.05 -0.06 0.03
H 0.8568 5.3826 0.3869 -0.09 0.02 0.00
H 2.2347 5.3515 -0.7102 0.02 0.06 -0.01
H 3.4868 2.0894 -0.6213 0.01 0.00 0.05
H 3.2031 3.0670 -2.0731 0.04 0.02 -0.04
H 2.5208 1.4398 -1.9450 -0.02 0.00 -0.02
H -0.9395 3.8230 -1.8059 -0.04 -0.02 0.06
H -0.0730 2.5826 -2.7264 -0.01 -0.16 -0.05
H 0.5323 4.2356 -2.6846 -0.05 0.02 -0.06
C 4.4624 -4.4892 4.4504 0.01 -0.02 0.05
C 3.8900 -3.7494 3.2724 0.02 -0.03 0.01
C 2.8213 -4.2651 2.5593 -0.02 -0.03 -0.04
C 2.2756 -3.6085 1.4566 0.08 0.01 0.07
C 1.1389 -4.2513 0.7249 -0.15 -0.05 -0.10
C 2.8095 -2.3717 1.0826 0.18 0.11 0.06
Te 1.9887 -1.2989 -0.5482 0.05 0.04 -0.03
C 3.9056 -1.8376 1.7807 -0.10 -0.10 0.02
C 4.5002 -0.4997 1.4456 0.07 0.11 -0.13
C 4.4308 -2.5400 2.8595 -0.05 0.02 0.00
H 3.7746 -5.2585 4.8004 -0.01 -0.01 0.01
H 4.6661 -3.8140 5.2831 0.00 0.02 0.00
H 5.4039 -4.9791 4.1920 0.01 0.00 -0.02
H 2.3896 -5.2129 2.8627 -0.01 -0.02 0.01
H 1.0276 -5.2868 1.0487 -0.05 -0.01 -0.02
H 1.2923 -4.2305 -0.3562 0.02 -0.02 0.04
H 0.1959 -3.7270 0.8941 0.03 0.03 0.04
H 3.7368 0.2806 1.4580 0.01 0.03 -0.02
H 4.9397 -0.4860 0.4471 0.00 -0.04 -0.04
H 5.2764 -0.2397 2.1659 0.01 0.02 0.01
H 5.2619 -2.1103 3.4088 0.04 0.00 0.02
```
Forces are in eV/Å.

Properties
- Spin multiplicity: 4
- Highest occupied orbital energy (alpha / beta): -4.65 / -4.74 eV
- Lowest unoccupied orbital energy (alpha / beta): 2.085 / 2.193 eV
- Charge: -1
- Kohn-Sham gap (alpha / beta): 6.74 / 6.94 eV

C26H46Cl2O2P2Re | ωB97M-V with the def2-TZVPD basis set

Structure (XYZ):
```
79
Properties=species:S:1:pos:R:3:forces:R:3
Re -1.0129 -1.2980 -0.6553 7.41 0.03 0.07
C 0.2648 -1.6725 2.0237 0.44 -0.47 -0.44
C -0.2234 -2.5676 0.9568 1.92 -0.79 1.31
C 1.8863 -1.6873 0.4057 -0.31 -1.15 -1.33
C 1.5435 -1.2084 1.6833 -0.66 0.69 1.70
C 0.8161 -2.5303 -0.0926 -0.44 0.87 0.14
C -0.3855 -1.4747 3.3378 -0.58 0.39 0.28
H -1.4753 -1.5735 3.2578 0.21 -0.06 0.09
H -0.1672 -0.4719 3.7391 -0.03 -0.36 -0.07
H -0.0508 -2.2039 4.0993 0.01 0.19 -0.42
C 2.4561 -0.4360 2.5619 -0.15 0.03 0.08
H 1.9539 -0.1121 3.4793 0.06 -0.14 -0.12
H 2.8563 0.4741 2.0551 -0.09 -0.32 0.10
H 3.3210 -1.0410 2.8714 -0.13 0.05 -0.16
C 3.2085 -1.5081 -0.2212 -0.08 0.21 -0.36
H 3.9603 -2.1927 0.2024 -0.28 0.03 0.15
H 3.5821 -0.4922 -0.0483 -0.05 -0.09 0.07
H 3.1672 -1.7067 -1.2957 0.05 -0.03 0.22
C 0.9862 -3.5796 -1.1445 0.10 -0.44 -0.30
H 1.2608 -4.5451 -0.6860 -0.09 0.26 -0.19
H 1.7797 -3.3030 -1.8502 -0.27 -0.10 0.12
H 0.0597 -3.7415 -1.7148 0.30 -0.09 0.04
C -1.1240 -3.7320 1.2176 -0.26 -0.17 -0.05
H -0.5806 -4.5328 1.7598 -0.07 0.37 -0.23
H -1.5064 -4.1597 0.2852 0.09 -0.06 0.23
H -1.9725 -3.4416 1.8396 0.01 -0.04 -0.02
C -1.9280 0.4596 -0.3520 -1.30 1.70 0.39
C -2.3944 -0.5938 0.5632 -1.74 0.98 1.39
C -3.7529 -1.2753 0.4045 -0.54 -0.19 0.44
C -3.7700 -2.3331 -0.7186 -0.29 -0.21 0.28
C -2.4447 -2.3549 -1.4623 -2.26 -0.69 -1.66
C -2.1079 -1.2144 -2.3380 -2.15 0.12 -1.73
C -3.0842 -0.0344 -2.5053 0.15 0.42 -0.21
C -2.9300 0.9974 -1.3575 0.08 0.13 -0.47
H -4.5643 -0.5434 0.2834 0.25 -0.08 -0.01
H -4.6071 -2.1687 -1.4079 0.23 -0.01 0.01
H -3.9712 -1.8020 1.3452 0.04 0.30 -0.17
H -3.9135 1.2032 -0.9071 0.38 -0.10 0.11
H -1.2666 1.2190 0.0855 -0.02 -0.22 -0.03
H -2.1751 -0.3617 1.6090 0.22 -0.35 -0.15
H -2.5741 1.9628 -1.7356 -0.09 -0.23 -0.03
H -2.8522 0.4761 -3.4507 -0.17 -0.32 0.16
H -1.6396 -1.4870 -3.2921 0.24 -0.02 0.49
H -4.1297 -0.3761 -2.5766 0.41 -0.05 -0.01
H -3.9484 -3.3222 -0.2790 0.10 0.18 -0.11
H -2.2083 -3.3253 -1.9021 0.30 -0.01 0.15
P -0.2703 2.5105 2.3973 -0.06 2.70 1.00
C 0.9957 2.9134 3.6406 0.50 -1.21 -0.29
H 0.8499 3.9487 3.9686 -0.12 -0.13 -0.13
H 1.9908 2.7767 3.1867 -0.17 0.16 0.18
H 0.8883 2.2139 4.4833 0.11 0.33 -0.16
C -0.3698 4.0022 1.3537 0.22 -0.81 -1.03
H -0.4161 4.8959 1.9875 -0.03 -0.29 0.07
H -1.2624 3.9338 0.7136 0.26 0.14 0.21
H 0.5189 4.0294 0.7060 -0.24 0.13 0.12
C -1.8387 2.5804 3.3285 -0.19 -1.38 -0.28
H -2.6467 2.2352 2.6658 0.06 0.22 0.32
H -2.0444 3.6015 3.6714 0.26 -0.11 -0.16
H -1.7665 1.8924 4.1842 -0.17 0.29 -0.19
P 1.0650 0.1416 -2.6113 -0.82 0.39 -0.28
C 0.9517 -0.9666 -4.0663 -0.08 -0.42 0.21
H 0.4663 -0.4497 -4.9017 0.17 -0.20 0.10
H 0.3718 -1.8555 -3.7912 0.16 0.06 -0.38
H 1.9662 -1.2743 -4.3504 -0.34 -0.02 -0.04
C 0.1230 1.6143 -3.1614 -0.13 0.01 0.30
H -0.9485 1.4706 -2.9786 0.34 0.12 -0.20
H 0.3035 1.7914 -4.2313 -0.02 0.05 0.34
H 0.4831 2.4653 -2.5648 -0.17 -0.17 -0.19
C 2.7689 0.7868 -2.8180 0.26 -0.04 0.71
H 3.1009 0.7090 -3.8611 -0.26 -0.02 0.21
H 3.4505 0.2127 -2.1800 0.04 0.31 -0.31
H 2.8021 1.8333 -2.4846 -0.05 -0.44 -0.11
Cl 5.0810 2.8463 -1.2198 -0.14 0.20 0.06
C 3.7696 3.5670 -0.2568 -0.40 -0.39 0.46
Cl 2.6803 4.5819 -1.2188 0.21 0.13 -0.13
C 2.9584 2.4062 0.4235 0.75 0.10 0.69
O 3.5172 2.0206 1.4885 -0.85 0.38 -1.03
O 1.8929 2.0026 -0.1109 0.10 -0.09 0.65
H 4.2260 4.1750 0.5345 -0.14 -0.18 -0.45
```
Forces are in eV/Å.

Properties
- Spin multiplicity: 4
- Highest occupied orbital energy (alpha / beta): -13.74 / -13.78 eV
- Lowest unoccupied orbital energy (alpha / beta): -8.214 / -9.202 eV
- Charge: +2
- Kohn-Sham gap (alpha / beta): 5.53 / 4.57 eV

- Which of these has the lowest charge?
  C26H46AsO9SSi3TcTe